Run a
90
Properties=species:S:1:pos:R:3 method="wB97M-V/def2-TZVPD" e_lumo_ha=0.0081 spin_multiplicity=1 smiles=CCO.CCO.CCO.CCO.CCO.CCO.CCO.CCO.CCO.CCO gap_ev=10.252 homo_ev=-10.03
O -12.1662 -3.8081 6.2700
H -14.7723 -3.8453 5.7783
C -13.6516 -6.9092 13.5250
H -11.4644 -6.7621 12.1940
C -14.1316 -3.3326 5.0609
H -11.5736 -0.1699 17.3399
H -4.2427 -4.0487 6.4847
H -6.0882 -0.8060 10.6705
C -17.3335 -2.2806 12.3039
O -9.2385 -1.1161 11.6583
C -11.5659 -1.1894 17.7256
H -0.8735 -5.4299 6.7705
H -11.3868 3.4554 7.4419
H -17.0071 -2.6143 13.2889
H 0.0817 -0.2329 15.2457
H -16.1997 -0.5271 12.4656
H -14.6147 -3.4923 4.0969
C -2.3066 4.5101 12.4376
C -1.7426 -5.7358 6.1880
H -13.6252 -6.8110 11.4952
H -7.0886 0.4503 10.5045
H -1.8553 -3.7193 5.5549
H -16.2943 -1.1087 10.7631
H -10.4251 -2.6834 17.1123
H -9.8681 3.2415 6.5413
H -4.4121 -0.0128 20.7678
C -12.6538 -3.7822 4.9634
C -2.5329 -4.5597 5.7056
H -15.2609 -1.8908 11.9263
H -1.2856 -6.2090 5.3190
H -13.2041 -7.3468 14.4173
C -4.4449 -0.2963 19.7158
H -13.6120 -1.0469 17.3105
O -11.7754 0.8685 7.7217
H -0.5724 -1.8133 15.3843
C -4.4033 0.9394 18.7844
C -10.5399 2.7907 7.2718
O -11.0880 -2.0978 16.7392
H -4.6379 5.3835 14.0441
H -5.1423 1.6946 19.0520
H -7.5859 -2.3235 11.6702
H -4.7461 0.5874 17.8114
H -13.1768 -1.2045 18.9909
H -13.3692 -5.8590 13.4510
H -17.4917 -3.1872 11.7198
C -2.8034 4.8967 13.7956
H -12.1011 -3.1184 4.2986
H -10.0771 2.8096 8.2585
H -12.5482 -3.0355 6.6927
H -13.1625 -2.6319 17.9512
H -11.1408 1.4171 5.8277
H -2.3128 -6.4892 6.7314
H -3.0299 -4.8881 4.7928
H -3.5623 -0.9323 19.6465
H -9.8839 0.8442 6.9046
H -2.0023 5.4174 14.3203
H -5.5380 -1.8604 19.9293
H 0.5336 -2.0613 12.9631
H -0.9119 -0.8395 13.9753
C -8.0212 -1.4995 11.1049
C -16.2268 -1.3987 11.8116
H -1.7589 5.3466 12.0035
H -6.6671 -0.1054 12.1920
O -3.3621 -4.2223 6.8253
H -3.1503 4.2063 11.8180
H -8.1239 -1.8283 10.0707
H -3.3659 1.2718 18.8197
H -11.3808 0.8900 8.5965
C -13.2789 -7.5455 12.2224
C -12.9372 -1.5662 17.9910
H -11.1034 -1.3742 18.6952
O 1.8676 -2.4003 14.5037
H -14.2708 -2.2562 5.1621
H -1.5547 3.7516 12.6550
H -3.1224 4.0875 14.4526
C -0.1193 -1.1324 14.6638
H -9.1435 -1.2026 12.6096
O -11.8318 -7.6451 12.1117
C -6.9580 -0.3936 11.1819
C 1.0566 -1.5619 13.7786
H -12.4625 -4.8189 4.6863
O -3.9173 5.7038 13.4966
H 2.0140 -3.2119 14.0124
C -10.8199 1.4016 6.8693
H -18.4918 -0.8464 13.2495
H -13.7515 -8.5145 12.0621
O -18.5141 -1.4853 12.5334
H 1.5689 -0.6316 13.5332
O -5.6091 -1.0052 19.4989
H -14.7262 -7.0165 13.6726


Run b
90
Properties=species:S:1:pos:R:3 method="wB97M-V/def2-TZVPD" e_lumo_ha=0.0190 spin_multiplicity=1 smiles=CCO.CCO.CCO.CCO.CCO.CCO.CCO.CCO.CCO.CCO gap_ev=10.102 homo_ev=-9.59
C -4.3302 -1.8161 -4.5482
C 4.2036 4.8196 -0.8304
C -1.0603 2.1484 3.3059
H 2.3345 -1.3402 5.0660
H -2.2463 -0.4163 -2.7663
H -2.6415 1.9194 -2.8044
H -0.1197 -1.2057 -1.5351
O 1.3292 2.2948 -2.2587
H -4.9935 -2.1156 -5.3835
H 4.0811 4.1620 1.1428
O 0.7742 1.9219 1.7872
H -3.5028 -3.5783 -3.7166
C 1.1072 -2.4084 1.2439
H 2.9962 -0.9142 -3.9816
H -2.1130 1.4537 0.2373
H 5.2706 5.0866 -0.8231
O 0.6579 -1.3350 -0.9444
H 4.3112 -1.9331 -3.6335
H 1.3315 0.4225 3.1891
C -3.0275 -2.1038 5.1748
H 1.4905 2.3854 1.2674
H -0.3612 1.9430 -3.4951
H -0.5217 1.6682 4.1478
H -1.7746 2.8102 3.7612
C -2.0398 2.0794 -0.6835
C -3.1827 -2.7380 -4.3064
O 2.9456 0.3933 -1.5353
H -5.0276 -1.5672 -3.7108
C 0.5166 3.9141 -3.8254
H -1.6324 -2.6145 -3.0311
H 1.9771 1.7476 5.4097
C -1.8414 -4.7750 -0.6402
H 4.0804 2.8550 -0.0717
O 1.2607 -0.3475 3.7747
C 0.1715 -1.7889 0.3106
H -0.2390 4.3920 -3.1744
H 0.5639 3.5379 3.0155
C 0.6798 2.4331 -3.5017
H 3.8875 4.4778 -1.8223
O -1.1539 -2.8035 3.7279
H -1.4603 -0.8484 4.4059
C 3.7318 3.8594 0.1892
H -3.6830 1.0119 -1.7566
O -2.1327 -2.0008 -3.6137
H 0.9823 0.5372 6.3673
H -0.6327 3.4384 1.6430
H -0.5931 -2.5260 0.1216
H -1.5973 1.3037 2.8056
H -1.3384 -5.0480 0.2534
H 4.7707 0.2918 -2.5350
O -0.9888 -4.2116 -1.6348
C 3.5505 -1.3391 -3.1768
H 1.2821 2.0149 -4.3316
H -2.6093 3.0078 -0.6096
C 1.9421 0.6803 5.8293
H 3.2381 -0.0005 4.2118
H 4.5055 -0.9807 -1.3232
H 2.9056 -2.0954 -2.7507
H -3.7816 -4.3414 0.0498
H 1.4451 4.5266 -3.6716
H -2.5671 -2.8730 0.2311
C -2.9319 -3.7573 -0.3443
H -0.4427 -4.9165 -2.0220
C 2.2765 -0.2653 4.7380
H 3.5995 5.6999 -0.5779
H 2.0028 3.3167 -0.4447
H 2.7058 0.6186 6.5743
H 1.5433 -1.6641 1.9049
C -2.6488 1.3577 -1.8905
H -2.5498 -1.3132 3.1804
H 0.4393 -2.9878 1.8542
H 2.2332 -0.1916 -1.2265
H -3.7766 -1.3298 5.2305
O 2.2901 3.8271 0.3244
C 4.0201 -0.4149 -2.0744
H -3.4918 -3.1011 4.9141
H 1.7594 1.4390 -2.2066
H 0.1362 4.1522 -4.8050
H -0.2802 -2.4423 3.9184
H -2.2088 -5.7416 -1.0703
H -2.5458 -2.2252 6.2051
H -2.7278 -3.0310 -5.2764
H -1.0057 2.3207 -0.8561
C -0.0590 2.8716 2.3969
O -1.8301 0.2187 -2.1688
H -0.3006 -0.9390 0.8252
H 1.9291 -3.0673 0.8117
H -3.9322 -0.9044 -4.9461
H -3.3182 -3.3022 -1.2767
C -2.0166 -1.6996 4.0659


Structures ranked by computed energy, the most stable listed first: run b, run a.


Run a
6
Properties=species:S:1:pos:R:3 method="wB97M-V/def2-TZVPD" e_lumo_ha="-0.0383 / -0.0418" spin_multiplicity=1 gap_ev="8.855 / 7.603" homo_ev="-9.90 / -8.74"
Br -1.5219 0.0227 1.2654
H -0.5055 1.5399 0.0553
C 0.6258 -0.5255 -0.4416
H 1.4846 -0.0106 -0.4385
N 0.3681 -1.6406 -0.3548
C -0.4512 0.6141 -0.0859


Run b
6
Properties=species:S:1:pos:R:3 method="wB97M-V/def2-TZVPD" e_lumo_ha=-0.0490 spin_multiplicity=1 smiles=N#CCBr gap_ev=9.612 homo_ev=-10.95
N 1.5250 -0.9929 1.0149
Br -2.2303 0.7279 0.2025
H 0.1534 1.0093 -1.0747
C -0.1440 0.2175 -0.2415
H -0.2627 -0.7906 -0.4030
C 0.9587 -0.1713 0.5018


Structures ranked by computed energy, the most stable listed first: run b, run a.


Run a
7
Properties=species:S:1:pos:R:3 method="wB97M-V/def2-TZVPD" e_lumo_ha=-0.0328 spin_multiplicity=1 smiles="[H]/P=[SiH]/Cl.Cl" gap_ev=8.003 homo_ev=-8.90
Cl -2.2383 1.1591 -1.1668
Si -1.1364 -0.3812 -0.3543
Cl 2.8163 1.7073 -0.8277
P -0.7002 -0.0815 1.6507
H -0.0097 -1.2932 1.8719
H 2.5487 0.5635 -0.1047
H -1.2804 -1.6741 -1.0692


Run b
7
Properties=species:S:1:pos:R:3 method="wB97M-V/def2-TZVPD" e_lumo_ha=-0.0353 spin_multiplicity=1 gap_ev=8.585 homo_ev=-9.55
H 0.4435 0.0388 -0.8606
H -1.4720 1.1025 -1.4176
H -1.0388 -0.8911 -1.5222
Si 1.1418 0.5221 2.2800
P -0.4613 0.3019 -1.9240
Cl -0.7337 0.2187 1.4658
Cl 2.1206 -1.2930 1.9785


Structures ranked by computed energy, the most stable listed first: run b, run a.


Run a
46
Properties=species:S:1:pos:R:3 method="wB97M-V/def2-TZVPD" e_lumo_ha=0.0270 spin_multiplicity=1 smiles="Cc1cn(C)c2c1N(C(=O)CCN(C)C)c1ccccc1NC2=O" gap_ev=8.741 homo_ev=-8.01
C -0.9002 1.2721 -0.7508
H 3.0032 0.1066 -2.0088
C -1.1762 3.7189 -1.4962
H 1.0420 2.3685 2.4199
H -3.5121 0.0195 0.9856
C 0.6632 2.1104 -2.1812
C 2.0974 0.0770 -2.6079
C -1.3037 -1.7426 -0.9100
C -2.5124 -1.2128 -0.3913
H 3.7030 -0.8437 3.2031
H 2.2654 0.0044 0.2411
H 2.7642 -1.4497 0.9680
C -3.6892 -1.9215 -0.7523
O 0.9821 -2.8995 0.1229
C -2.0901 1.0939 0.1041
C 1.5198 1.8191 3.2392
C 0.9420 -1.6825 -0.0451
C 0.9702 0.8184 -1.9264
C -1.2892 -2.8612 -1.7374
H -4.5468 -3.6915 -1.7286
H -1.3454 4.0959 -0.5259
H -0.5758 4.4160 -2.0862
H 0.7585 1.6838 4.0078
H 2.3639 0.6511 -3.5199
N -2.6391 -0.1106 0.4369
C -3.6333 -3.1105 -1.5153
N -0.4624 2.4273 -1.4495
C 1.8729 -0.8425 0.7956
N 2.1144 0.5313 2.8151
C -0.0487 0.2645 -1.0713
H -2.3902 -4.3837 -2.6637
H -0.3675 -3.1527 -2.2563
H -2.1494 3.6503 -2.0206
H 3.8027 0.6668 4.0201
O -2.6755 2.0546 0.5451
H 1.2028 2.7816 -2.8721
H 2.2878 2.4550 3.6721
C -2.4455 -3.5363 -2.0250
H 0.2747 0.1534 1.8682
N -0.1015 -1.0674 -0.7192
H 1.8121 -0.9340 -2.8879
C 1.2041 -0.3876 2.1108
C 3.1298 -0.0803 3.6944
H 2.6984 -0.5276 4.5585
H 1.0141 -1.2593 2.7624
H -4.6342 -1.5431 -0.4220


Run b
46
Properties=species:S:1:pos:R:3 method="wB97M-V/def2-TZVPD" e_lumo_ha=0.0216 spin_multiplicity=1 smiles="NNC(=O)[C@H](Cc1ccccc1)NC(=O)NCCc1ccccc1" gap_ev=9.535 homo_ev=-8.95
C -1.5787 1.1261 2.9940
H -1.5065 2.1953 3.1313
H -3.5931 1.9308 0.1705
H 2.3112 0.9872 2.3326
C 2.0712 2.5792 0.9209
C 2.3767 1.2822 1.2950
O 0.7825 -3.0471 -3.0381
N -3.1489 0.1026 -0.4972
H 3.4910 -1.2440 -1.5536
C 3.2309 -0.3029 -2.0406
H -1.8134 -2.6801 2.5066
C 2.7576 0.3568 0.3381
H -3.7536 -0.5998 -0.1000
H -2.2740 -2.1487 -0.2564
H 1.9234 0.3286 -3.6555
H 0.3126 -0.1171 -1.9727
C -1.8923 -0.1505 -0.9033
C -2.3067 0.3604 3.8893
H 2.6162 2.3174 -2.3998
C -2.3884 -1.0100 3.7112
H -3.2574 1.8228 -1.4343
N -3.7498 1.3648 -0.6660
C -0.9389 0.5263 1.9238
N -0.9208 -2.2666 -1.7883
C 2.8460 0.7126 -1.0017
O -1.2108 0.7252 -1.4119
H 1.7686 3.3014 1.6654
H -2.8048 0.8291 4.7249
H 4.1012 0.0453 -2.6015
C 2.0849 -0.5577 -3.0347
C -0.3789 -1.4896 0.5384
C -1.0173 -0.8488 1.7362
C 2.1576 2.9459 -0.4118
H -0.3693 1.1258 1.2290
H 2.9971 -0.6542 0.6381
C 0.3037 -2.1078 -2.4306
H 1.9232 3.9575 -0.7098
H -2.9500 -1.6138 4.4088
H -1.2164 -3.2301 -1.8570
N 0.8589 -0.8836 -2.3505
H 2.3381 -1.4045 -3.6776
H 0.4769 -0.9015 0.2062
C 2.5446 2.0206 -1.3636
C -1.7498 -1.6091 2.6396
C -1.4119 -1.5750 -0.6146
H -0.0423 -2.5016 0.7716


Structures ranked by computed energy, the most stable listed first: run b, run a.


Run a
6
Properties=species:S:1:pos:R:3 method="wB97M-V/def2-TZVPD" e_lumo_ha=0.1339 spin_multiplicity=1 total_charge=-1 smiles="[O-]SC(O)=S" gap_ev=7.010 homo_ev=-3.37
S 0.3939 -1.3387 -0.0234
H -1.2339 0.2251 0.0500
S 2.0633 1.2026 0.0023
O -1.1304 -1.6244 0.0289
O -0.7585 1.1786 0.0376
C 0.6656 0.3568 -0.0954


Run b
6
Properties=species:S:1:pos:R:3 method="wB97M-V/def2-TZVPD" e_lumo_ha=0.1215 spin_multiplicity=1 total_charge=-1 gap_ev=6.215 homo_ev=-2.91
H 0.8777 -0.7427 -0.9189
C -1.0419 0.3509 0.2652
S 2.3282 -0.0720 0.4057
S -1.9011 -1.0052 0.4096
O 0.7197 -0.0662 -0.3038
O -0.9826 1.5352 0.1422


Structures ranked by computed energy, the most stable listed first: run a, run b.


Run a
11
Properties=species:S:1:pos:R:3 method="wB97M-V/def2-TZVPD" e_lumo_ha=-0.0121 spin_multiplicity=1 smiles="FC1CC(=S)C1" gap_ev=8.457 homo_ev=-8.79
C 0.0932 -1.0606 0.0583
H 0.2500 -1.6534 0.9803
C -1.0505 0.0130 0.2209
C 0.1432 1.0752 0.0390
S 2.8266 -0.0292 -0.3718
H -0.1256 1.5606 -1.0069
H -0.1771 -1.7057 -0.8571
H -1.6380 -0.0186 1.1093
F -1.9002 -0.0255 -0.8337
H 0.3729 1.8557 0.8596
C 1.2057 -0.0114 -0.1979


Run b
11
Properties=species:S:1:pos:R:3 method="wB97M-V/def2-TZVPD" e_lumo_ha=0.0271 spin_multiplicity=1 smiles="C=C(F)[C@@H]1CS1" gap_ev=9.830 homo_ev=-9.09
H 1.7676 1.5407 1.4592
C 0.9300 0.8776 1.1624
C 0.1162 1.0253 0.1280
F 0.3646 2.1852 -0.5970
H -0.9862 -2.3505 -0.2323
S -0.7119 -0.5819 -2.0900
H -2.0366 0.4030 -0.2464
H 1.1428 -0.1606 1.5926
C -0.9690 0.0942 -0.3546
H 0.7572 -1.6710 -0.3102
C -0.3747 -1.3621 -0.5118


Structures ranked by computed energy, the most stable listed first: run a, run b.


Run a
15
Properties=species:S:1:pos:R:3 method="wB97M-V/def2-TZVPD" e_lumo_ha=-0.2076 spin_multiplicity=1 total_charge=+1 gap_ev=9.259 homo_ev=-14.91
H 1.0657 -1.2031 0.9407
C 1.3986 -0.2392 0.3859
C -2.1273 0.9258 -1.0833
C -1.6490 -1.2332 0.4268
H -1.9771 0.7184 -2.2452
H -0.5742 -1.4684 0.7543
H 2.8888 1.1052 -0.2058
H -1.5835 1.7719 -0.7501
C 2.8162 0.2194 0.5049
C -1.7862 -0.1638 -0.3440
O 0.6159 0.3630 -0.3469
H 3.0561 0.6430 1.5495
H 3.4132 -0.5689 0.2833
H -3.1876 0.9595 -0.7833
H -2.3695 -1.8296 0.9131


Run b
15
Properties=species:S:1:pos:R:3 method="wB97M-V/def2-TZVPD" e_lumo_ha=-0.1395 spin_multiplicity=1 total_charge=+1 gap_ev=12.466 homo_ev=-16.26
H -1.1587 -1.2668 -1.2507
C 1.5144 0.0144 0.6444
H -0.2980 1.9497 -1.1660
H 1.0788 0.2352 1.6272
H -1.2236 0.1290 1.2713
H -2.0682 0.3734 -0.2258
O 1.0953 0.6453 -0.5971
C -1.1822 0.2859 0.2736
H -0.8282 -1.8988 0.5458
H 0.2999 2.1241 0.3965
C -0.6080 -1.0542 -0.2821
H 2.6463 -0.1533 0.7443
C 0.8710 -0.7744 -0.4224
H 1.8649 -1.5791 -1.3984
C -0.1475 1.3377 -0.2345


Structures ranked by computed energy, the most stable listed first: run a, run b.


Run a
8
Properties=species:S:1:pos:R:3 method="wB97M-V/def2-TZVPD" e_lumo_ha=-0.0118 spin_multiplicity=1 smiles="O=[Si](O)Br.O" gap_ev=10.560 homo_ev=-10.88
Br -4.1469 -0.3402 -0.0478
H -1.2747 -3.2338 -0.4017
H -1.0422 0.3595 0.5380
Si -3.0234 1.5118 -0.0071
O -1.5462 -2.3687 -0.2439
H -2.3795 -2.2609 -0.5497
O -3.8713 2.7301 -0.2767
O -1.4469 1.2003 0.3268


Run b
8
Properties=species:S:1:pos:R:3 method="wB97M-V/def2-TZVPD" e_lumo_ha=-0.0061 spin_multiplicity=1 gap_ev=9.173 homo_ev=-9.34
Br -1.4883 0.8349 1.7764
Si 0.0465 0.2530 0.3321
O -0.8474 -1.5524 -1.0484
H 1.0173 1.6365 -1.4130
H -1.6435 -1.2933 -1.5446
O 1.3275 -0.4829 0.8797
H 1.3003 -0.8485 1.7371
O 0.2877 1.4528 -0.7194


Structures ranked by computed energy, the most stable listed first: run a, run b.


Run a
16
Properties=species:S:1:pos:R:3 method="wB97M-V/def2-TZVPD" e_lumo_ha=0.1362 spin_multiplicity=1 total_charge=-1 gap_ev=6.549 homo_ev=-2.84
H -0.0774 -2.2267 0.0920
H 0.1674 -2.3891 -1.6612
O -0.7316 2.9519 2.5992
H -1.1611 2.1990 2.0925
C 0.6516 -0.3477 -0.8595
O 1.5155 0.3810 1.6742
H -1.2608 -0.3539 1.9250
H 1.5872 -2.3234 -0.6652
H 1.0331 1.1278 -2.2416
H 0.7528 -0.6491 -2.9835
C 0.7790 0.1007 -2.0617
S 0.4973 0.8018 0.6129
H 0.2580 2.7663 2.3954
C 0.4922 -1.8040 -0.7462
H -1.8113 0.2995 0.3918
C -1.1080 0.4689 1.1460


Run b
16
Properties=species:S:1:pos:R:3 method="wB97M-V/def2-TZVPD" e_lumo_ha="0.1296 / 0.1132" spin_multiplicity=1 total_charge=-1 gap_ev="7.075 / 5.449" homo_ev="-3.55 / -2.37"
H -1.1915 0.4408 -1.1131
H -1.4650 2.4163 -2.0817
S 0.6120 1.1024 -2.5076
H 0.2031 -1.7158 3.9014
C -0.3569 2.5371 -2.2192
H -1.2375 -1.5500 2.8606
H -0.0498 -3.2701 1.6204
C -0.1534 -1.4232 2.9001
H 0.0609 3.0806 -1.3651
O 0.2840 0.3892 -3.6936
H 0.1548 -0.4531 2.5965
O 2.0085 1.3721 -2.3330
C 0.3804 -2.2401 1.8275
H 0.2769 0.7305 -0.1490
H 0.6144 -1.8082 0.8419
C -0.1408 0.3915 -1.0862


Structures ranked by computed energy, the most stable listed first: run a, run b.